# 1
The following is a DFT calculation (ωB97M-V/def2-TZVPD) of the molecule C20H26N2O3 in a non-equilibrium geometry.

Its LUMO energy is -0.46 eV. Its maximum force is 1.4 eV/A. Its energy above the lowest of the compared OMol25 structures with the same formula, charge and spin is 2.884 eV. The HOMO-LUMO gap is 7.9999 eV. The HOMO energy comes out at -8.4580 eV. The SMILES is CCCCCCCCNC(=O)/C(C#N)=C/c1ccc2c(c1)OCCO2.

The geometry in ORCA input format:
```
! RIJCOSX wB97M-V def2-TZVPD def2/J DEFGRID3
* xyz 0 1
N 2.4328 -2.1552 -0.7254
C -4.6807 -1.3339 0.7154
O -3.7886 2.0219 -0.4919
C -3.4447 -1.9358 0.6844
C 5.1352 -0.9094 -0.0758
H 3.2742 4.7411 0.3346
C -2.4679 0.0886 -0.1702
C 0.4982 -0.2630 -0.7065
H 5.1081 -0.8151 -1.1645
H -1.0834 -2.9667 0.5521
H 5.5337 -2.9918 0.3440
H -5.0459 3.5878 -0.6263
C 4.0674 4.0603 0.0167
C 4.6761 -2.3172 0.3238
C -2.3149 -1.2431 0.2229
H 4.0868 -2.9991 -1.6430
H -5.5569 -1.8641 1.0527
H -7.1220 2.2049 -0.1096
H -4.9639 2.8346 0.9949
O 1.1483 -3.5902 0.4613
C 4.2976 0.2038 0.5551
H -1.6299 0.6730 -0.5112
H 3.2365 0.0407 0.3627
C -4.9885 2.6418 -0.0866
H 4.2490 -2.2923 1.3277
H 4.6069 1.5796 -1.0685
H 3.3702 -3.9219 -0.2981
C 5.4079 4.6194 0.4798
C -6.1805 1.7435 -0.4105
N 0.8816 0.7490 -1.0998
C -4.8330 -0.0151 0.2956
H 5.7203 1.7910 0.2849
H 5.5377 5.6375 0.1191
C -3.7055 0.7058 -0.1239
H 5.4592 4.6323 1.5667
H 3.8498 2.6942 1.6661
H 4.0478 4.0191 -1.0745
H 6.2333 4.0207 0.1035
H 2.7343 2.4104 0.3277
C 1.2908 -2.5302 -0.1155
C 4.6820 1.5820 0.0217
C 0.1640 -1.5349 -0.2204
C 3.7659 2.6703 0.5768
H 4.4360 0.1835 1.6389
H -3.3420 -2.9599 1.0087
C -1.0588 -1.9428 0.1921
C 3.6516 -2.9235 -0.6414
O -6.0832 0.5290 0.3035
H 6.1739 -0.7698 0.2318
H -6.1974 1.5388 -1.4895
H 2.4855 -1.2534 -1.1739
*
```

Calculated atomic charges, method Mulliken, unit e: number 1, N, carries -0.1027; number 2, C, carries -0.7331; number 3, O, carries -0.4609; number 4, C, carries -0.8804; number 5, C, carries -0.7529; number 6, H, carries 0.3408; number 7, C, carries -1.0225; number 8, C, carries -0.1531; number 9, H, carries 0.3699; number 10, H, carries 0.4801; number 11, H, carries 0.3547; number 12, H, carries 0.3456; number 13, C, carries -0.5357; number 14, C, carries -0.5458; number 15, C, carries 1.3241; number 16, H, carries 0.3740; number 17, H, carries 0.4384; number 18, H, carries 0.3459; number 19, H, carries 0.2941; number 20, O, carries -0.7097; number 21, C, carries -0.3694; number 22, H, carries 0.5159; number 23, H, carries 0.0651; number 24, C, carries -0.4897; number 25, H, carries 0.3410; number 26, H, carries 0.3318; number 27, H, carries 0.4434; number 28, C, carries -1.1716; number 29, C, carries -0.4421; number 30, N, carries -0.6220; number 31, C, carries 0.3958; number 32, H, carries 0.2728; number 33, H, carries 0.3666; number 34, C, carries 0.5296; number 35, H, carries 0.2851; number 36, H, carries 0.3187; number 37, H, carries 0.3179; number 38, H, carries 0.3059; number 39, H, carries 0.1790; number 40, C, carries 0.3215; number 41, C, carries -0.7418; number 42, C, carries 0.4558; number 43, C, carries -0.3595; number 44, H, carries 0.3383; number 45, H, carries 0.3891; number 46, C, carries -0.2397; number 47, C, carries -1.1078; number 48, O, carries -0.4533; number 49, H, carries 0.4324; number 50, H, carries 0.2886; number 51, H, carries 0.3317

# 2
The following is a DFT calculation (ωB97M-V/def2-TZVPD) of a cluster of 3 separate species, C15H25N3O6 in total in a non-equilibrium geometry.

Its LUMO energy is -0.25 eV. Its maximum force is 3.2 eV/A. The HOMO-LUMO gap is 8.1809 eV. The HOMO energy comes out at -8.4283 eV. The SMILES is C#COC(=O)N(C=C)CCOC(C)=O.CNC(C)=O.CNC(C)=O.

The geometry in ORCA input format:
```
! RIJCOSX wB97M-V def2-TZVPD def2/J DEFGRID3
* xyz 0 1
C 2.6977 0.7139 0.1953
O -1.0344 -1.7230 0.3910
H -7.3485 -1.4812 0.7771
O -5.2125 -2.1718 -0.3202
H -1.0581 0.5654 2.3173
N -4.1306 -0.5945 0.8479
H -0.4185 -3.4220 -3.0550
C 0.4213 -2.8214 -2.7237
C 5.9142 1.4488 0.2258
C -0.9734 -2.3134 -0.6821
H 0.8523 -1.6222 -1.0231
H 1.3042 -3.4592 -2.6516
H -2.9251 -3.1334 -0.4884
H 3.1960 1.4622 0.8089
C -3.9974 0.4971 1.7887
H -6.7847 0.1883 0.9339
H 5.2643 0.8646 0.8739
O 0.2573 1.7122 -1.5343
C 2.3847 4.5291 0.2311
C -6.5512 -0.8526 1.1607
H -1.7867 -4.1937 -1.3313
H -6.4918 -0.9815 2.2420
H 3.7438 -0.1068 -1.4988
N 0.1458 -2.2110 -1.4381
H -3.2947 -0.9241 0.3818
H 3.1331 5.2743 0.1221
C 0.9676 0.9594 1.7753
C 5.4343 1.5395 -1.1928
C -0.0149 0.3294 2.4917
C 3.1981 0.8078 -1.2574
H 0.6159 -2.0467 -3.4675
O 4.1297 1.8873 -1.4343
H -2.4743 -2.7708 -2.1538
H -3.5926 1.3766 1.2833
C -2.1088 -3.1593 -1.2029
H 0.2927 -0.3706 3.2621
O 6.1785 1.3605 -2.1109
H 3.0138 -0.2503 0.5970
H -3.3088 0.2132 2.5866
H 6.9022 1.0015 0.2391
H -4.9554 0.7548 2.2274
H 5.9908 2.4451 0.6626
H 2.3948 0.8975 -1.9801
C 1.4085 3.8406 0.1191
C -5.2556 -1.2663 0.5005
H 1.6072 1.6944 2.2635
C 0.6318 1.7801 -0.4146
N 1.2146 0.7357 0.3399
O 0.4228 2.9964 0.3154
*
```

Calculated atomic charges, method Mulliken, unit e: number 1, C, carries -0.9941; number 2, O, carries -0.5865; number 3, H, carries 0.3101; number 4, O, carries -0.6239; number 5, H, carries 0.1604; number 6, N, carries 0.0547; number 7, H, carries 0.3763; number 8, C, carries -0.9874; number 9, C, carries -0.8382; number 10, C, carries 0.9030; number 11, H, carries 0.0997; number 12, H, carries 0.3205; number 13, H, carries 0.3387; number 14, H, carries 0.6913; number 15, C, carries -0.8604; number 16, H, carries 0.3711; number 17, H, carries 0.2468; number 18, O, carries -0.4915; number 19, C, carries -0.3070; number 20, C, carries -1.4202; number 21, H, carries 0.4540; number 22, H, carries 0.3591; number 23, H, carries 0.3827; number 24, N, carries -0.0295; number 25, H, carries -0.0175; number 26, H, carries 0.4282; number 27, C, carries -0.2686; number 28, C, carries 0.6248; number 29, C, carries -0.9390; number 30, C, carries -0.7324; number 31, H, carries 0.2840; number 32, O, carries -0.3435; number 33, H, carries 0.3734; number 34, H, carries 0.2541; number 35, C, carries -1.5819; number 36, H, carries 0.3018; number 37, O, carries -0.5308; number 38, H, carries 0.4494; number 39, H, carries 0.2176; number 40, H, carries 0.3288; number 41, H, carries 0.3946; number 42, H, carries 0.2733; number 43, H, carries 0.5106; number 44, C, carries -0.0278; number 45, C, carries 0.9712; number 46, H, carries 0.3228; number 47, C, carries 0.4793; number 48, N, carries 0.7130; number 49, O, carries -0.4151

# 3
The following is a DFT calculation (ωB97M-V/def2-TZVPD) of the molecule C4H7NO2 in a non-equilibrium geometry.

Its LUMO energy is 0.65 eV. Its maximum force is 1.4 eV/A. Its energy above the lowest of the compared OMol25 structures with the same formula, charge and spin is 1.444 eV. The HOMO-LUMO gap is 10.3669 eV. The HOMO energy comes out at -9.7182 eV. The SMILES is C[C@@H](C=O)C(N)=O.

The geometry in ORCA input format:
```
! RIJCOSX wB97M-V def2-TZVPD def2/J DEFGRID3
* xyz 0 1
C -0.8503 1.1118 -0.9792
O 1.0021 -0.6089 1.9754
C 0.1776 -0.8059 1.0986
H -1.7964 0.6337 -1.2084
H -0.7233 -2.3440 2.0969
C 1.4825 0.8125 -0.3397
H -0.4906 1.5319 -1.9510
H -1.4336 -2.0130 0.5729
H -1.0016 2.0179 -0.3771
C 0.1797 0.0306 -0.2854
H 2.3291 0.5542 0.3147
O 1.5654 1.7674 -1.0757
H 0.2028 -0.7833 -1.0257
N -0.6435 -1.9049 1.1835
*
```

Calculated atomic charges, method Mulliken, unit e: number 1, C, carries -1.0818; number 2, O, carries -0.5952; number 3, C, carries 0.4079; number 4, H, carries 0.3513; number 5, H, carries 0.2695; number 6, C, carries -0.0676; number 7, H, carries 0.3045; number 8, H, carries 0.2176; number 9, H, carries 0.3284; number 10, C, carries 0.1271; number 11, H, carries 0.3838; number 12, O, carries -0.4817; number 13, H, carries 0.2355; number 14, N, carries -0.3992